1.
The following is a quantum chemistry calculation of 10 unconnected molecules or ions with the total composition C26H76N4O10 in a non-equilibrium geometry, from OMol25.

Each atom is followed by the atoms it is bonded to, with distances in Å.
Positions of all 116 atoms, in Å:
1 C -3.8196 0.1517 -1.0731  C2 1.483, H5 1.090, H6 1.090, H7 1.090
2 C -2.5862 0.9369 -0.8226  C1 1.483, C3 1.562, O4 1.407, H8 1.090
3 C -2.6516 1.7628 0.5013  C2 1.562, H9 1.090, H10 1.090, H11 1.090
4 O -1.5887 -0.0334 -0.6146  C2 1.407, H12 0.960
5 H -4.6946 0.8009 -1.1040  C1 1.090
6 H -4.0369 -0.5482 -0.2663  C1 1.090
7 H -3.6781 -0.4079 -1.9977  C1 1.090
8 H -2.4337 1.5984 -1.6754  C2 1.090
9 H -1.6914 2.2099 0.7587  C3 1.090
10 H -2.9737 1.0890 1.2953  C3 1.090
11 H -3.3822 2.5555 0.3402  C3 1.090
12 H -1.9554 -0.6039 0.0648  O4 0.960
13 C 4.2516 -6.2018 1.2432  C14 1.558, H17 1.090, H18 1.090, H19 1.090
14 C 5.1542 -4.9518 1.4693  C13 1.558, C15 1.569, O16 1.430, H20 1.090
15 C 4.3377 -3.7009 1.9508  C14 1.569, H21 1.090, H22 1.090, H23 1.090
16 O 6.1712 -5.2834 2.4175  C14 1.430, H24 0.960
17 H 3.6996 -6.3957 2.1629  C13 1.090
18 H 4.7908 -7.0787 0.8847  C13 1.090
19 H 3.4915 -5.9485 0.5042  C13 1.090
20 H 5.6386 -4.6325 0.5465  C14 1.090
21 H 3.8909 -3.9350 2.9171  C15 1.090
22 H 3.5223 -3.4701 1.2653  C15 1.090
23 H 4.9541 -2.8020 1.9574  C15 1.090
24 H 6.7128 -4.5104 2.5928  O16 0.960
25 C -0.8228 7.2818 -3.2416  C26 1.543, H31 1.090, H32 1.090, H33 1.090
26 C -1.4931 7.8822 -4.4944  C25 1.543, C27 1.545, N30 1.468, H34 1.090
27 C -0.4471 8.4838 -5.4598  C26 1.545, O28 1.416, H35 1.090, H36 1.090
28 O -1.0417 9.2409 -6.4983  C27 1.416, C29 1.391
29 C -0.1390 9.6828 -7.4606  O28 1.391, H37 1.090, H38 1.090, H39 1.090
30 N -2.1392 6.7886 -5.2307  C26 1.468, H40 1.010, H41 1.010
31 H -0.2236 6.4038 -3.4830  C25 1.090
32 H -1.5286 6.9254 -2.4913  C25 1.090
33 H -0.1494 7.9870 -2.7545  C25 1.090
34 H -2.2037 8.6511 -4.1913  C26 1.090
35 H 0.1315 7.6550 -5.8678  C27 1.090
36 H 0.2546 9.1272 -4.9291  C27 1.090
37 H 0.6149 10.3444 -7.0339  C29 1.090
38 H -0.7122 10.3009 -8.1516  C29 1.090
39 H 0.3011 8.8496 -8.0086  C29 1.090
40 H -1.4404 6.0809 -5.4064  N30 1.010
41 H -2.3764 7.0582 -6.1747  N30 1.010
42 C 6.2711 -0.5709 7.7077  C43 1.498, H48 1.090, H49 1.090, H50 1.090
43 C 6.3624 0.9105 7.9118  C42 1.498, C44 1.527, N47 1.460, H51 1.090
44 C 4.9618 1.4880 8.1003  C43 1.527, O45 1.442, H52 1.090, H53 1.090
45 O 3.9643 1.3380 7.0695  C44 1.442, C46 1.427
46 C 4.2309 2.0099 5.8393  O45 1.427, H54 1.090, H55 1.090, H56 1.090
47 N 7.1529 1.1524 9.1149  C43 1.460, H57 1.010, H58 1.010
48 H 5.5448 -0.7677 6.9191  C42 1.090
49 H 6.0064 -1.1165 8.6134  C42 1.090
50 H 7.2175 -0.9919 7.3684  C42 1.090
51 H 6.8279 1.4347 7.0772  C43 1.090
52 H 5.2230 2.5139 8.3599  C44 1.090
53 H 4.5625 1.0691 9.0239  C44 1.090
54 H 5.2378 1.6814 5.5817  C46 1.090
55 H 4.1839 3.0781 6.0509  C46 1.090
56 H 3.5135 1.8168 5.0417  C46 1.090
57 H 7.7964 0.3743 9.0916  N47 1.010
58 H 6.6556 0.8889 9.9535  N47 1.010
59 C 4.9962 0.6047 -6.1358  C60 1.546, H65 1.090, H66 1.090, H67 1.090
60 C 4.4079 0.7312 -4.7116  C59 1.546, C61 1.544, N64 1.464, H68 1.090
61 C 4.6374 2.1068 -4.0489  C60 1.544, O62 1.456, H69 1.090, H70 1.090
62 O 6.0088 2.5906 -4.1265  C61 1.456, C63 1.425
63 C 7.0401 1.9309 -3.3978  O62 1.425, H71 1.090, H72 1.090, H73 1.090
64 N 2.9680 0.4707 -4.7618  C60 1.464, H74 1.010, H75 1.010
65 H 4.3646 1.2459 -6.7506  C59 1.090
66 H 4.9991 -0.4258 -6.4910  C59 1.090
67 H 6.0360 0.9203 -6.2219  C59 1.090
68 H 4.8540 -0.0171 -4.0566  C60 1.090
69 H 4.3049 2.1582 -3.0122  C61 1.090
70 H 4.0559 2.8968 -4.5242  C61 1.090
71 H 6.8015 1.8064 -2.3415  C63 1.090
72 H 7.9950 2.4307 -3.5605  C63 1.090
73 H 7.0604 0.9201 -3.8053  C63 1.090
74 H 2.7611 -0.4962 -4.9677  N64 1.010
75 H 2.6356 0.4825 -3.8081  N64 1.010
76 C -1.6670 -6.8501 2.9568  C77 1.594, H82 1.090, H83 1.090, H84 1.090
77 C -2.0726 -6.0732 1.6248  C76 1.594, C78 1.528, N81 1.397, H85 1.090
78 C -3.4000 -6.5377 1.0260  C77 1.528, O79 1.413, H86 1.090, H87 1.090
79 O -3.1847 -7.5008 0.0147  C78 1.413, C80 1.415
80 C -4.3613 -8.1368 -0.4467  O79 1.415, H88 1.090, H89 1.090, H90 1.090
81 N -2.1753 -4.7157 1.9380  C77 1.397, H91 1.010, H92 1.010
82 H -2.4708 -6.9543 3.6856  C76 1.090
83 H -0.7790 -6.5114 3.4904  C76 1.090
84 H -1.4753 -7.8689 2.6200  C76 1.090
85 H -1.2981 -6.1297 0.8600  C77 1.090
86 H -3.8840 -5.7153 0.4993  C78 1.090
87 H -4.0858 -6.8158 1.8262  C78 1.090
88 H -4.1051 -8.8307 -1.2474  C80 1.090
89 H -5.1040 -7.5102 -0.9405  C80 1.090
90 H -4.7196 -8.8382 0.3068  C80 1.090
91 H -3.0863 -4.5641 2.3470  N81 1.010
92 H -1.5183 -4.4024 2.6382  N81 1.010
93 C -0.9997 -4.7591 -4.4077  O94 1.386, H95 1.090, H96 1.090, H97 1.090
94 O -0.6333 -4.3338 -5.6745  C93 1.386, H98 0.960
95 H -0.7099 -5.7795 -4.1570  C93 1.090
96 H -0.5167 -4.1033 -3.6833  C93 1.090
97 H -2.0690 -4.7838 -4.1976  C93 1.090
98 H -1.2266 -4.8211 -6.2507  O94 0.960
99 C -8.3971 2.4704 2.9692  O100 1.435, H101 1.090, H102 1.090, H103 1.090
100 O -8.4924 1.1279 3.4663  C99 1.435, H104 0.960
101 H -8.4270 2.5719 1.8843  C99 1.090
102 H -9.2010 3.0805 3.3809  C99 1.090
103 H -7.4396 2.8771 3.2947  C99 1.090
104 H -9.4156 1.0471 3.7168  O100 0.960
105 C -7.7138 4.0655 -4.1296  O106 1.378, H107 1.090, H108 1.090, H109 1.090
106 O -6.9533 4.8628 -3.3021  C105 1.378, H110 0.960
107 H -8.6140 3.7409 -3.6077  C105 1.090
108 H -7.9492 4.6310 -5.0312  C105 1.090
109 H -7.1466 3.2015 -4.4759  C105 1.090
110 H -6.1731 5.0564 -3.8269  O106 0.960
111 C -6.2473 -3.9474 6.0003  O112 1.373, H113 1.090, H114 1.090, H115 1.090
112 O -6.3733 -3.6388 4.6682  C111 1.373, H116 0.960
113 H -7.1189 -3.4616 6.4389  C111 1.090
114 H -6.2240 -5.0225 6.1787  C111 1.090
115 H -5.3921 -3.4396 6.4462  C111 1.090
116 H -6.5261 -2.6976 4.5572  O112 0.960

* E_HOMO: -8.99 eV
* ΔE to the lowest compared entry with this formula, charge and spin: 238.1 kJ/mol
* SMILES: COC[C@H](C)N.COC[C@H](C)N.COC[C@H](C)N.COC[C@H](C)N.CC(C)O.CC(C)O.CO.CO.CO.CO
* net charge: 0

2.
The following is a quantum chemistry calculation of 12 unconnected molecules or ions with the total composition C26H77NO12 in a non-equilibrium geometry, from OMol25.

Each atom is followed by the atoms it is bonded to, with distances in Å.
Positions of all 116 atoms, in Å:
1 C 1.3382 0.1812 -7.9784  C2 1.506, H4 1.090, H5 1.090, H6 1.090
2 C 2.5865 -0.6268 -8.2175  C1 1.506, O3 1.419, H7 1.090, H8 1.090
3 O 2.1040 -1.7619 -8.9184  C2 1.419, H9 0.960
4 H 1.5313 1.2454 -7.8433  C1 1.090
5 H 0.8952 -0.1617 -7.0435  C1 1.090
6 H 0.6623 0.1724 -8.8335  C1 1.090
7 H 3.0324 -1.0042 -7.2973  C2 1.090
8 H 3.4315 -0.1793 -8.7408  C2 1.090
9 H 1.2857 -1.9948 -8.4737  O3 0.960
10 C -0.6013 -3.8109 -4.2948  C11 1.519, H13 1.090, H14 1.090, H15 1.090
11 C -0.9177 -4.5902 -5.5599  C10 1.519, O12 1.391, H16 1.090, H17 1.090
12 O -1.4519 -3.7730 -6.5513  C11 1.391, H18 0.960
13 H 0.2922 -3.2219 -4.5014  C10 1.090
14 H -0.2901 -4.4345 -3.4567  C10 1.090
15 H -1.4025 -3.1830 -3.9050  C10 1.090
16 H -1.6737 -5.3635 -5.4232  C11 1.090
17 H -0.0361 -5.1080 -5.9377  C11 1.090
18 H -2.4065 -3.6893 -6.4938  O12 0.960
19 C -1.0326 1.3142 -0.2891  C20 1.565, H22 1.090, H23 1.090, H24 1.090
20 C -0.1077 1.6737 -1.4992  C19 1.565, O21 1.378, H25 1.090, H26 1.090
21 O 0.6477 2.7717 -1.1482  C20 1.378, H27 0.960
22 H -1.7557 0.5399 -0.5455  C19 1.090
23 H -1.4939 2.1275 0.2710  C19 1.090
24 H -0.3124 0.8209 0.3637  C19 1.090
25 H -0.7351 1.8170 -2.3789  C20 1.090
26 H 0.5274 0.8358 -1.7869  C20 1.090
27 H 1.2956 2.9448 -1.8351  O21 0.960
28 C 4.4677 -3.0845 -0.8838  C29 1.527, H31 1.090, H32 1.090, H33 1.090
29 C 5.4700 -3.4318 -1.9817  C28 1.527, O30 1.447, H34 1.090, H35 1.090
30 O 6.7509 -2.9454 -1.5148  C29 1.447, H36 0.960
31 H 3.5203 -3.6152 -0.9779  C28 1.090
32 H 4.3063 -2.0092 -0.9583  C28 1.090
33 H 4.7972 -3.2593 0.1404  C28 1.090
34 H 5.2271 -3.0036 -2.9542  C29 1.090
35 H 5.5469 -4.4845 -2.2537  C29 1.090
36 H 7.4572 -3.4163 -1.9632  O30 0.960
37 C -4.8743 -4.6234 0.3149  C38 1.520, H40 1.090, H41 1.090, H42 1.090
38 C -4.6854 -5.6169 1.4493  C37 1.520, O39 1.407, H43 1.090, H44 1.090
39 O -4.8896 -4.8301 2.5977  C38 1.407, H45 0.960
40 H -5.1056 -5.2114 -0.5732  C37 1.090
41 H -3.9079 -4.1580 0.1210  C37 1.090
42 H -5.6551 -3.8876 0.5071  C37 1.090
43 H -3.7021 -6.0848 1.4976  C38 1.090
44 H -5.4214 -6.4205 1.4726  C38 1.090
45 H -4.9816 -5.4596 3.3167  O39 0.960
46 C 3.4312 6.4594 -5.8636  C47 1.552, H49 1.090, H50 1.090, H51 1.090
47 C 4.5910 5.4325 -5.7729  C46 1.552, O48 1.430, H52 1.090, H53 1.090
48 O 4.2103 4.5646 -4.7018  C47 1.430, H54 0.960
49 H 2.4760 5.9915 -5.6254  C46 1.090
50 H 3.3672 6.7834 -6.9024  C46 1.090
51 H 3.6596 7.2149 -5.1118  C46 1.090
52 H 5.5524 5.8809 -5.5226  C47 1.090
53 H 4.6554 4.8117 -6.6665  C47 1.090
54 H 4.9467 4.0270 -4.4013  O48 0.960
55 C 4.1820 3.1459 4.3115  C56 1.514, H58 1.090, H59 1.090, H60 1.090
56 C 3.7133 1.7248 4.0842  C55 1.514, O57 1.401, H61 1.090, H62 1.090
57 O 3.1674 1.3043 5.3035  C56 1.401, H63 0.960
58 H 3.3789 3.8277 4.5914  C55 1.090
59 H 4.5792 3.5306 3.3722  C55 1.090
60 H 4.8870 3.2459 5.1368  C55 1.090
61 H 4.4150 1.0288 3.6244  C56 1.090
62 H 2.8883 1.8100 3.3769  C56 1.090
63 H 2.9166 0.3861 5.1783  O57 0.960
64 C -3.7597 -0.3867 6.4160  C65 1.528, H67 1.090, H68 1.090, H69 1.090
65 C -4.9179 0.2167 5.6227  C64 1.528, O66 1.418, H70 1.090, H71 1.090
66 O -5.9262 -0.7794 5.5826  C65 1.418, H72 0.960
67 H -2.8221 0.0671 6.0948  C64 1.090
68 H -3.6543 -1.4619 6.2718  C64 1.090
69 H -3.8579 -0.2348 7.4909  C64 1.090
70 H -4.6653 0.4646 4.5917  C65 1.090
71 H -5.3323 1.0780 6.1467  C65 1.090
72 H -5.6341 -1.4377 4.9478  O66 0.960
73 C -5.3529 4.5348 0.2446  C74 1.485, H76 1.090, H77 1.090, H78 1.090
74 C -6.3674 3.4592 0.1024  C73 1.485, O75 1.423, H79 1.090, H80 1.090
75 O -7.0579 3.5297 -1.1396  C74 1.423, H81 0.960
76 H -4.9032 4.4887 1.2364  C73 1.090
77 H -5.8527 5.4930 0.1029  C73 1.090
78 H -4.5475 4.3398 -0.4636  C73 1.090
79 H -7.1181 3.2949 0.8754  C74 1.090
80 H -5.8782 2.4856 0.0758  C74 1.090
81 H -7.7135 2.8304 -1.1911  O75 0.960
82 C -5.3018 -0.5940 -5.1652  C83 1.500, H85 1.090, H86 1.090, H87 1.090
83 C -6.2785 -1.2928 -6.0642  C82 1.500, O84 1.424, H88 1.090, H89 1.090
84 O -5.8771 -2.6560 -6.1559  C83 1.424, H90 0.960
85 H -5.2363 -1.1533 -4.2319  C82 1.090
86 H -5.5080 0.4707 -5.0561  C82 1.090
87 H -4.2724 -0.6600 -5.5174  C82 1.090
88 H -6.2921 -0.8849 -7.0750  C83 1.090
89 H -7.3236 -1.2779 -5.7552  C83 1.090
90 H -6.6758 -3.1806 -6.2483  O84 0.960
91 C 2.2290 9.1019 2.3938  C92 1.547, H94 1.090, H95 1.090, H96 1.090
92 C 1.8525 8.0973 1.2798  C91 1.547, O93 1.372, H97 1.090, H98 1.090
93 O 0.8800 7.2625 1.7684  C92 1.372, H99 0.960
94 H 2.4657 8.5456 3.3008  C91 1.090
95 H 1.4030 9.7474 2.6922  C91 1.090
96 H 3.1431 9.6405 2.1440  C91 1.090
97 H 2.6784 7.4455 0.9948  C92 1.090
98 H 1.5735 8.6271 0.3690  C92 1.090
99 H 0.8194 6.4646 1.2381  O93 0.960
100 C 4.8063 -3.5635 7.5380  C101 1.537, H106 1.090, H107 1.090, H108 1.090
101 C 3.4354 -3.3626 8.2024  C100 1.537, C102 1.561, N105 1.471, H109 1.090
102 C 2.2204 -3.9570 7.4225  C101 1.561, O103 1.434, H110 1.090, H111 1.090
103 O 2.0338 -3.1889 6.2257  C102 1.434, C104 1.464
104 C 1.3844 -4.0657 5.2492  O103 1.464, H112 1.090, H113 1.090, H114 1.090
105 N 3.5122 -4.0681 9.4905  C101 1.471, H115 1.010, H116 1.010
106 H 5.5797 -3.3383 8.2723  C100 1.090
107 H 4.8421 -2.9221 6.6574  C100 1.090
108 H 5.0172 -4.5864 7.2261  C100 1.090
109 H 3.3190 -2.2860 8.3271  C101 1.090
110 H 1.3227 -3.9068 8.0388  C102 1.090
111 H 2.3971 -5.0184 7.2485  C102 1.090
112 H 0.4249 -4.5400 5.4553  C104 1.090
113 H 2.0635 -4.8703 4.9672  C104 1.090
114 H 1.2642 -3.5732 4.2843  C104 1.090
115 H 4.1131 -3.5461 10.1123  N105 1.010
116 H 2.5951 -4.0617 9.9135  N105 1.010

* E_HOMO: -9.50 eV
* ΔE to the lowest compared entry with this formula, charge and spin: 420.9 kJ/mol
* SMILES: COC[C@H](C)N.CCO.CCO.CCO.CCO.CCO.CCO.CCO.CCO.CCO.CCO.CCO
* net charge: 0